1.
{
  "formula": "C37H63AsMnN2O7P2S",
  "method": "ωB97M-V/def2-TZVPD",
  "symbols": ["As", "Mn", "S", "P", "P", "O", "O", "O", "O", "O", "O", "O", "N", "N", "C", "C", "C", "C", "C", "C", "C", "C", "C", "C", "C", "C", "C", "C", "C", "C", "C", "C", "C", "C", "C", "C", "C", "C", "C", "C", "C", "C", "C", "C", "C", "C", "C", "C", "C", "C", "C", "H", "H", "H", "H", "H", "H", "H", "H", "H", "H", "H", "H", "H", "H", "H", "H", "H", "H", "H", "H", "H", "H", "H", "H", "H", "H", "H", "H", "H", "H", "H", "H", "H", "H", "H", "H", "H", "H", "H", "H", "H", "H", "H", "H", "H", "H", "H", "H", "H", "H", "H", "H", "H", "H", "H", "H", "H", "H", "H", "H", "H", "H", "H"],
  "xyz": [[-1.2129, -0.0805, -2.2184], [0.3338, 0.6138, -0.3737], [1.8909, 2.6532, -2.6858], [2.3019, 0.0778, 2.1715], [0.1985, -1.9671, 1.6772], [1.2237, 1.9870, -1.5045], [1.6165, 1.0182, 1.2403], [-0.9870, -2.7005, 2.3647], [-0.2016, -1.0050, 0.6086], [1.0868, -3.0806, 1.0723], [3.3287, -0.9150, 1.5188], [3.0312, 0.8997, 3.2757], [-0.9649, 1.8087, 0.5493], [-1.6197, 2.6886, -0.3724], [-3.8211, 2.7513, 0.6727], [-3.6742, 1.2824, -3.1099], [-0.3097, -0.8681, -3.7356], [-2.0866, -2.1915, 3.2002], [0.1912, -5.3540, 1.1438], [3.0653, 0.3378, 5.6311], [-3.0370, 4.5187, -0.9098], [1.0602, -1.0918, -3.6815], [5.1444, 1.0575, 4.3891], [-3.4460, -1.0922, -0.7348], [-0.3412, -1.7091, -5.9917], [-2.0672, 4.4017, 1.4019], [-3.6752, 3.1542, -4.6288], [3.5034, 3.1198, -2.0902], [-4.2598, -3.3514, -0.7316], [3.8571, -0.6547, -0.8114], [3.8489, 0.2837, 4.3396], [-4.3390, -2.0443, -0.2673], [1.1594, 4.2753, -2.7562], [-2.2887, 3.0845, -4.7099], [-1.7103, -2.3409, 4.6572], [1.7509, -4.5150, 2.9650], [-2.4993, -0.7876, 2.8104], [1.7328, -1.6223, -4.7763], [5.6161, -1.2531, 0.9023], [-2.6272, 3.5932, 0.2295], [-2.2906, 1.2202, -3.1764], [1.3596, -4.4655, 1.5051], [-2.4008, -2.7418, -2.1379], [-1.6031, 2.1220, -3.9866], [-1.0096, -1.1788, -4.9003], [-3.2917, -3.6974, -1.6622], [1.1407, -1.0669, 2.9309], [-2.4803, -1.4323, -1.6808], [4.3722, -0.4541, 0.5941], [-4.3633, 2.2511, -3.8351], [1.0304, -1.9289, -5.9310], [1.2904, 4.7705, -1.7934], [-0.5251, 2.0388, -4.0882], [-3.8459, 5.1755, -0.5919], [4.5489, 0.6084, 0.7837], [-0.6742, -5.1501, 1.7725], [0.9146, -4.2394, 3.6113], [-1.8745, 3.7815, 2.2810], [-3.5940, 2.1396, 1.5520], [-2.1997, 5.1522, -1.2183], [3.6155, -1.7032, -0.9887], [-4.2158, 3.8984, -5.1984], [-4.1452, 2.1026, -0.1435], [3.6599, -0.0899, 6.4380], [5.9150, -1.1226, 1.9421], [-5.4439, 2.2877, -3.7854], [-3.4204, -0.5357, 3.3362], [-1.1400, 4.9092, 1.1205], [-2.5926, -2.1728, 5.2749], [5.7990, 0.6292, 5.1479], [-1.7425, -0.0496, 3.0945], [-0.4945, 2.3145, 1.3022], [0.1032, 4.1508, -2.9951], [4.1008, 2.2143, -2.0032], [-4.9580, -4.0967, -0.3736], [1.6542, -1.7635, 3.5953], [-1.3439, -3.3465, 4.8610], [6.4380, -0.9242, 0.2665], [-1.7497, 3.7680, -5.3545], [2.8320, 1.3721, 5.8855], [1.6123, -0.8553, -2.7802], [5.4402, -2.3143, 0.7218], [3.9623, 3.7912, -2.8162], [-1.6896, 1.2327, 0.9690], [-3.3730, 3.9391, -1.7718], [2.2194, -4.7261, 0.8902], [-4.6559, 3.3958, 0.9476], [-3.2342, -4.7136, -2.0305], [2.0417, -5.5342, 3.2176], [-3.5143, -0.0706, -0.3717], [-2.8982, -2.8778, 2.9643], [-4.2321, 0.5745, -2.5108], [5.6607, 1.0240, 3.4297], [1.5494, -2.3390, -6.7874], [2.8002, -1.7966, -4.7285], [-2.0772, -1.0002, -4.9574], [2.9559, -0.0591, -0.9723], [3.3900, 3.6032, -1.1202], [-0.8852, 3.2316, -0.8120], [1.6504, 4.8388, -3.5499], [-0.9493, -1.6191, 4.9601], [-2.6815, -0.7291, 1.7384], [-1.6500, -3.0234, -2.8652], [4.9517, 2.0997, 4.6448], [4.0478, -0.7521, 4.0479], [0.4839, -6.3951, 1.2821], [4.6044, -0.3367, -1.5399], [0.4450, -0.4650, 3.5193], [-0.0899, -5.2137, 0.1003], [-5.1026, -1.7676, 0.4496], [-2.7797, 5.1677, 1.7086], [-0.8883, -1.9492, -6.8939], [2.6057, -3.8676, 3.1684], [2.1316, -0.2225, 5.5665]],
  "spin_multiplicity": 2,
  "max_force_ha_per_bohr": 0.015,
  "total_charge": 2,
  "total_energy_ha": -6551.25529,
  "homo_lumo_gap_ev": [9.27, 9.26]
}

***

2.
{
  "formula": "C17H17Cl2F3N4O3Ru",
  "method": "ωB97M-V/def2-TZVPD",
  "symbols": ["Ru", "Cl", "Cl", "F", "F", "F", "O", "O", "O", "N", "N", "N", "N", "C", "C", "C", "C", "C", "C", "C", "C", "C", "C", "C", "C", "C", "C", "C", "C", "C", "H", "H", "H", "H", "H", "H", "H", "H", "H", "H", "H", "H", "H", "H", "H", "H", "H"],
  "xyz": [[-0.1775, -0.0702, -0.4168], [-0.1037, -0.1068, -3.1403], [-2.9197, -0.3897, -3.9196], [0.3282, -2.6949, -1.6013], [-1.7719, -2.2683, -1.4948], [-0.6224, -2.3059, 0.3569], [-0.2970, 0.2392, 1.4840], [2.2846, 2.8850, -1.5177], [-0.4414, 3.6081, -1.9380], [1.8907, -0.4255, -0.3312], [-2.0664, 0.7541, -0.6210], [0.3907, 1.6431, -1.0366], [0.5277, -0.5450, 3.4421], [2.5809, 0.6476, -0.7658], [-0.7008, -1.2730, 3.7821], [-0.5890, -1.9739, -0.9870], [4.6569, -0.4632, -0.4389], [2.5659, -1.5117, 0.0585], [1.6024, -0.5702, 4.4429], [3.9486, -1.5645, 0.0189], [-3.1277, 2.7367, -1.4313], [-1.3150, -1.0170, -4.1591], [-3.2608, 0.2382, -0.3217], [-4.4341, 0.9323, -0.5597], [-2.0051, 1.9884, -1.1589], [1.7827, 1.8615, -1.1739], [-4.3708, 2.1953, -1.1270], [3.9575, 0.6698, -0.8360], [-0.6328, 2.5433, -1.4447], [0.6609, 0.1196, 2.3423], [-1.2403, -2.0573, -3.8735], [-3.2709, -0.7560, 0.1044], [-0.9845, -1.0104, 4.7993], [5.7372, -0.4865, -0.4864], [-0.9836, -0.8458, -5.1775], [-0.5112, -2.3442, 3.7327], [2.4611, -0.0123, 4.0793], [1.8855, -1.6040, 4.6314], [-3.0091, 3.7192, -1.8674], [4.4461, 1.5641, -1.1983], [4.4544, -2.4654, 0.3359], [-1.4896, -0.9910, 3.0963], [1.2374, -0.1214, 5.3645], [1.5984, 0.6528, 2.1858], [1.9837, -2.3575, 0.3983], [-5.2750, 2.7542, -1.3265], [-5.3811, 0.4788, -0.3044]],
  "max_force_ha_per_bohr": 0.014,
  "total_charge": 2,
  "relative_energy_kcal_mol": 0.0,
  "total_energy_ha": -2417.10365,
  "homo_lumo_gap_ev": 7.91
}

***

3.
{
  "formula": "C15H26BClNO9P2Pd",
  "method": "ωB97M-V/def2-TZVPD",
  "symbols": ["Pd", "Cl", "P", "P", "O", "O", "O", "O", "O", "O", "O", "O", "O", "N", "C", "C", "C", "C", "C", "C", "C", "C", "C", "C", "C", "C", "C", "C", "C", "B", "H", "H", "H", "H", "H", "H", "H", "H", "H", "H", "H", "H", "H", "H", "H", "H", "H", "H", "H", "H", "H", "H", "H", "H", "H", "H"],
  "xyz": [[-3.6738, -4.5522, 1.6815], [-2.8295, -2.3964, 0.7655], [-1.3065, -2.8586, -0.6523], [-4.0214, 0.2170, -1.7792], [-0.2166, 2.8022, 2.2740], [-0.3813, -0.0826, -0.3430], [-0.4979, 0.4832, 2.6224], [-4.6037, 0.0575, -0.3655], [-4.8077, 1.5147, -2.6080], [-1.4199, -0.7360, -2.2626], [1.5630, 2.2349, 3.8070], [-0.2302, -3.8686, 0.2120], [-4.4873, -1.2130, -2.6583], [-0.7570, 3.6028, -0.6077], [3.0782, -1.0095, -0.0623], [-0.1973, 2.2312, -0.9124], [1.1787, 2.6543, 2.6558], [-0.8174, 1.5380, 1.9504], [-2.0159, 2.0744, -4.3864], [2.2565, -0.6285, -1.3993], [2.9755, -1.7865, 2.5450], [-1.9500, 1.3318, 0.7816], [2.0337, -2.7588, 3.4799], [-2.0277, 1.3186, -3.2968], [2.2174, -1.7494, 1.0858], [-2.1593, 0.4888, -1.8930], [1.0664, -1.6492, -1.7893], [-1.2912, 1.0421, -0.6609], [2.3856, 3.0704, 1.6331], [-0.4224, -1.2121, -1.2599], [-5.2203, 1.1139, -3.4141], [2.1114, -2.8585, 0.7759], [-2.5460, 0.3932, 1.1326], [-2.6347, 2.2741, 0.7720], [2.6351, -3.7312, 3.6987], [3.0248, -0.6771, -2.2796], [1.7417, -2.2679, 4.4799], [1.0035, -1.6701, -2.9576], [-1.9447, 2.5046, -5.4624], [3.9045, -1.7662, -0.3899], [-1.7354, 3.6230, -0.9439], [3.0291, -0.7014, 2.9719], [3.3973, 3.1601, 2.2042], [-0.2519, 4.2985, -1.2063], [4.0117, -2.2810, 2.4470], [3.6620, -0.1101, 0.3919], [-0.4154, -3.8307, 1.1864], [2.1821, 4.1068, 1.1731], [2.5557, 2.2922, 0.8030], [1.9304, 0.4887, -1.3588], [0.7490, 1.9920, -0.2722], [1.1815, -1.2934, 1.2936], [-3.6858, -1.6749, -3.0087], [1.0891, -3.1140, 2.8918], [1.4035, -2.7065, -1.4793], [0.1805, 2.2753, -2.0065]],
  "max_force_ha_per_bohr": 0.151,
  "total_charge": 1,
  "total_energy_ha": -2614.18279,
  "homo_lumo_gap_ev": 4.19
}

***

4.
{
  "formula": "C3H7O2P",
  "method": "ωB97M-V/def2-TZVPD",
  "symbols": ["P", "O", "O", "C", "C", "C", "H", "H", "H", "H", "H", "H", "H"],
  "xyz": [[-0.0178, 2.4983, -0.3346], [-0.3151, -0.1846, -1.2243], [0.7163, 0.1097, 0.7028], [-0.4525, -1.4805, -0.5327], [0.4502, -1.2663, 0.7097], [0.1653, 0.6743, -0.3378], [0.3570, 2.5339, 1.0697], [1.5192, -1.8775, 0.7345], [-2.1367, 1.7922, 0.0046], [-1.4536, -1.7370, -0.3618], [1.4351, 2.6567, -0.8694], [-0.0540, -1.5994, 1.7494], [-0.2134, -2.1197, -1.3102]],
  "spin_multiplicity": 3,
  "max_force_ha_per_bohr": 0.078,
  "relative_energy_kcal_mol": 80.8,
  "total_energy_ha": -610.08685,
  "homo_lumo_gap_ev": [6.68, 9.48]
}